No. 1
{"formula": "C2N5O2S", "method": "ωB97M-V/def2-TZVPD", "orbital_gap_ev": [5.2, 8.1], "lumo_ev": [-0.659, 1.499], "e_above_lowest_kj_mol": 329.9, "charge": -1, "elements": ["C", "C", "N", "N", "N", "N", "N", "O", "O", "S"], "coordinates": [[-2.71282, -1.01662, 0.27430], [1.55104, 0.39582, -0.21795], [-3.39936, -1.90661, 0.49967], [2.52305, 1.21723, 0.10913], [1.78690, -0.89682, -0.26728], [3.48283, 0.35011, 0.27789], [3.04915, -0.89668, 0.05572], [-2.23464, 0.77966, -1.49474], [-2.29360, 1.44412, 0.89144], [-1.75255, 0.52980, -0.12817]], "mulliken_charge": [0.2618, 0.4712, -0.4082, -0.3144, -0.1985, -0.2454, -0.3115, -0.5096, -0.5180, 0.7727]}

---

No. 2
{"formula": "C3H5N5O", "method": "ωB97M-V/def2-TZVPD", "orbital_gap_ev": 9.0, "lumo_ev": -0.362, "e_above_lowest_kj_mol": 529.6, "charge": 0, "elements": ["C", "C", "C", "H", "H", "H", "H", "H", "N", "N", "N", "N", "N", "O"], "coordinates": [[-0.43578, 1.82886, -1.12798], [-0.30802, -0.88077, 1.73007], [0.76399, -0.78387, -0.34293], [0.73518, 1.76459, -1.35297], [-1.03217, 2.74573, -1.27874], [-1.81973, -0.11293, 0.86807], [1.88152, -0.32897, 1.67351], [1.32312, -1.00717, -2.19348], [-1.22270, 0.62407, -0.88287], [-0.59504, -0.50420, -0.53343], [-1.19967, -1.14554, 0.68945], [0.85554, -0.78250, 1.03766], [1.67996, -0.86628, -1.23945], [-0.62620, -0.55102, 2.95308]], "mulliken_charge": [-0.3225, 0.5572, 0.3222, 0.2581, 0.3003, 0.3942, 0.3895, 0.2993, -0.5613, 0.3417, -0.5006, -0.2339, -0.6276, -0.6166]}

---

No. 3
{"formula": "C4H7NO2", "method": "ωB97M-V/def2-TZVPD", "orbital_gap_ev": 10.7, "lumo_ev": 0.705, "e_above_lowest_kj_mol": 167.7, "smiles": "[H]/N=C(/C)C(=O)OC", "charge": 0, "elements": ["H", "N", "C", "C", "C", "O", "O", "C", "H", "H", "H", "H", "H", "H"], "coordinates": [[2.17278, -0.94331, -0.08941], [1.50511, -1.06160, 0.68476], [0.68293, -0.06590, 0.73487], [-0.54160, -0.02507, 1.70622], [0.72202, 1.09442, -0.22602], [1.29427, 2.13480, 0.04715], [-0.11264, 0.97275, -1.28302], [-0.67312, -0.25774, -1.74817], [-0.31009, 0.69375, 2.49437], [-1.48862, 0.22765, 1.22624], [-0.62958, -1.02233, 2.14274], [-0.05508, -1.15791, -1.71942], [-1.59247, -0.41172, -1.17365], [-0.97391, -0.17779, -2.79664]], "mulliken_charge": [0.2821, -0.6539, 0.5991, -1.0948, 0.5540, -0.5419, -0.3166, -0.6497, 0.3175, 0.3118, 0.3256, 0.3238, 0.2672, 0.2757]}

---

No. 4
{"formula": "C4H7NO2", "method": "ωB97M-V/def2-TZVPD", "orbital_gap_ev": 9.5, "lumo_ev": 0.681, "e_above_lowest_kj_mol": 254.8, "smiles": "C=C=O.NCC=O", "charge": 0, "elements": ["C", "C", "O", "H", "H", "N", "C", "C", "O", "H", "H", "H", "H", "H"], "coordinates": [[-1.64429, 0.61995, -0.48062], [-1.69474, -0.07245, 0.64792], [-1.98511, -0.45165, 1.72208], [-2.32948, 1.45334, -0.57228], [-1.03937, 0.33944, -1.32590], [0.24484, -1.23948, 0.34425], [1.27085, -0.39069, -0.25393], [1.04889, 1.10991, -0.06000], [1.40252, 1.89548, -0.90456], [0.39442, -1.47679, 1.32026], [0.09854, -2.09554, -0.17687], [1.30584, -0.55552, -1.33879], [2.27380, -0.58576, 0.15720], [0.65329, 1.44976, 0.92125]], "mulliken_charge": [-1.1261, 0.9672, -0.4440, 0.2653, 0.3275, -0.4957, -0.4794, -0.0488, -0.4913, 0.2550, 0.2158, 0.3475, 0.3389, 0.3681]}

---

No. 5
{"formula": "C54H52N3O11P", "method": "ωB97M-V/def2-TZVPD", "orbital_gap_ev": 7.9, "lumo_ev": -1.106, "smiles": "[H]/N=C(/N)NCCCCO[P@](=O)(O)OCCCCCOCC.O=C1c2ccccc2C(=O)c2ccccc21.O=C1c2ccccc2C(=O)c2ccccc21.O=C1c2ccccc2C(=O)c2ccccc21", "charge": 0, "elements": ["H", "N", "C", "N", "N", "C", "C", "C", "C", "O", "P", "O", "O", "O", "C", "C", "C", "C", "C", "O", "C", "C", "H", "H", "H", "H", "H", "H", "H", "H", "H", "H", "H", "H", "H", "H", "H", "H", "H", "H", "H", "H", "H", "H", "H", "H", "H", "H", "H", "O", "C", "C", "C", "C", "C", "C", "C", "C", "O", "C", "C", "C", "C", "C", "C", "H", "H", "H", "H", "H", "H", "H", "H", "O", "C", "C", "C", "C", "C", "C", "C", "C", "O", "C", "C", "C", "C", "C", "C", "H", "H", "H", "H", "H", "H", "H", "H", "O", "C", "C", "C", "C", "C", "C", "C", "C", "O", "C", "C", "C", "C", "C", "C", "H", "H", "H", "H", "H", "H", "H", "H"], "coordinates": [[-5.68152, -0.82517, 3.11951], [-5.39436, -1.76239, 2.85512], [-4.19177, -1.71517, 2.43181], [-3.55781, -2.90608, 2.05563], [-3.46827, -0.50046, 2.34503], [-2.01093, -0.58562, 2.22299], [-1.35525, 0.79365, 2.36218], [-0.54251, 1.23334, 1.12651], [0.92050, 0.84935, 1.17914], [1.53197, 1.36506, 2.38688], [2.06069, 0.30502, 3.42071], [1.31445, -0.96161, 3.50690], [2.02797, 1.10387, 4.80449], [3.58556, 0.16284, 3.03100], [4.43728, -0.49030, 3.98984], [5.55220, -1.29402, 3.30065], [5.26702, -1.65786, 1.84865], [6.49877, -2.09028, 1.04503], [7.73113, -1.21339, 1.19615], [7.36103, 0.14934, 1.22536], [8.43000, 1.01022, 1.57434], [8.60139, 1.16680, 3.07305], [-4.22170, -3.48102, 1.55508], [-2.76264, -2.75876, 1.44904], [-3.86870, 0.07413, 1.61677], [-1.63353, -1.28045, 2.96699], [-1.72550, -0.99281, 1.24148], [-0.72611, 0.76437, 3.24621], [-2.11808, 1.54807, 2.54431], [-1.00073, 0.76325, 0.25648], [-0.65329, 2.31266, 1.04338], [1.06686, -0.22290, 1.07777], [1.44577, 1.33064, 0.35444], [1.72390, 0.47743, 5.46586], [4.88844, 0.28787, 4.60481], [3.86471, -1.12330, 4.66612], [6.48702, -0.75863, 3.41827], [5.65659, -2.22371, 3.86332], [4.76155, -0.86416, 1.31018], [4.58029, -2.50660, 1.86186], [6.22090, -2.06521, -0.01190], [6.76616, -3.12713, 1.24774], [8.27378, -1.47225, 2.11369], [8.41565, -1.39993, 0.36301], [8.22376, 1.96943, 1.10621], [9.36072, 0.63163, 1.14147], [8.91644, 0.23196, 3.53775], [9.35579, 1.91562, 3.30268], [7.66140, 1.45425, 3.54304], [-2.82064, 4.10502, 0.77934], [-3.11665, 5.19629, 0.33753], [-2.08575, 6.25815, 0.16877], [-0.76700, 5.98062, 0.50666], [0.20938, 6.94497, 0.32809], [-0.12651, 8.19135, -0.18993], [-1.44084, 8.47799, -0.51609], [-2.42567, 7.51574, -0.33422], [-3.83792, 7.84940, -0.67457], [-4.14142, 8.95673, -1.06396], [-4.86509, 6.77976, -0.52430], [-6.18250, 7.05550, -0.86654], [-7.14572, 6.06745, -0.75718], [-6.79765, 4.79875, -0.30572], [-5.48822, 4.52162, 0.04619], [-4.51779, 5.51005, -0.05796], [-0.51301, 5.00895, 0.90674], [1.23600, 6.72630, 0.59012], [0.63996, 8.94050, -0.33692], [-1.71120, 9.44623, -0.91343], [-6.44401, 8.04316, -1.21946], [-8.17103, 6.28343, -1.02620], [-7.55125, 4.02654, -0.22740], [-5.21086, 3.53950, 0.40231], [-11.33048, -6.80727, 0.40073], [-10.24098, -6.39055, 0.06675], [-9.68585, -6.70047, -1.28317], [-10.44395, -7.45674, -2.16777], [-9.95924, -7.72913, -3.43532], [-8.71477, -7.24637, -3.82631], [-7.94978, -6.50272, -2.94466], [-8.42914, -6.23040, -1.66963], [-7.58351, -5.44174, -0.72857], [-6.47050, -5.07625, -1.04908], [-8.14665, -5.11512, 0.60952], [-7.39275, -4.35271, 1.49009], [-7.89980, -4.01307, 2.72987], [-9.17446, -4.43547, 3.09518], [-9.93143, -5.20580, 2.22708], [-9.42066, -5.55244, 0.98260], [-11.41172, -7.82461, -1.85693], [-10.55246, -8.31640, -4.12369], [-8.34199, -7.45298, -4.82078], [-6.97911, -6.12827, -3.23812], [-6.40909, -4.01899, 1.19940], [-7.29984, -3.41254, 3.39947], [-9.57702, -4.16269, 4.06177], [-10.92061, -5.54042, 2.50696], [8.43779, 0.75748, -1.94783], [7.82053, 0.48540, -2.95514], [8.46965, 0.48207, -4.29539], [9.82248, 0.78018, -4.39535], [10.44569, 0.75175, -5.63084], [9.72055, 0.42433, -6.77183], [8.36935, 0.13834, -6.67931], [7.73728, 0.16991, -5.44298], [6.27681, -0.12620, -5.36669], [5.63313, -0.34834, -6.37016], [5.63580, -0.14547, -4.02128], [4.28565, -0.45456, -3.91605], [3.68435, -0.50218, -2.66980], [4.42779, -0.24116, -1.52251], [5.77130, 0.07816, -1.62019], [6.37716, 0.12994, -2.87109], [10.37892, 1.02998, -3.50276], [11.50008, 0.98181, -5.70739], [10.21215, 0.39389, -7.73507], [7.79758, -0.11195, -7.56190], [3.71553, -0.65966, -4.81132], [2.63313, -0.74610, -2.58968], [3.95631, -0.28587, -0.54891], [6.35514, 0.28581, -0.73085]], "mulliken_charge": [0.2120, -0.5258, 0.3596, -0.5272, -0.1828, -1.0601, -0.3692, -0.3358, -0.5378, -0.2509, 0.5649, -0.6493, -0.5513, 0.0834, -0.7867, -0.2330, -0.1991, -0.9357, -0.9603, -0.0227, -0.4462, -1.3305, 0.3066, 0.2652, 0.1732, 0.6434, 0.3077, 0.0910, 0.5114, 0.4462, -0.2786, 0.4146, 0.4353, 0.3592, 0.2952, 0.5154, 0.0042, 0.2752, -0.0594, 0.5529, 0.3127, 0.4377, 0.6375, 0.3891, 0.3852, 0.4295, 0.3030, 0.4240, 0.2450, -0.6106, 0.4106, 0.0870, -0.3908, -0.7164, -0.4055, -0.6912, 0.4516, 0.5102, -0.6692, 0.3652, -0.6277, -0.4400, -0.5991, -0.4708, 0.0555, 0.5668, 0.4250, 0.3958, 0.4771, 0.4746, 0.3939, 0.4107, 0.5973, -0.6627, 0.6159, 0.1374, -0.5522, -0.4678, -0.4768, -0.5124, 0.1317, 0.5384, -0.6760, 0.2646, -0.7030, -0.4124, -0.5010, -0.6434, 0.4108, 0.4736, 0.3952, 0.3984, 0.4640, 0.3894, 0.4318, 0.3971, 0.4679, -0.6463, 0.4571, 0.1052, -0.4631, -0.5213, -0.4799, -0.5467, 0.1151, 0.5213, -0.6665, 0.3475, -0.7334, -0.7492, -0.3981, -0.7398, 0.2072, 0.4743, 0.4051, 0.4023, 0.4732, 0.4841, 0.4340, 0.3690, 1.1022]}

---

No. 6
{"formula": "C14H28NO3P", "method": "ωB97M-V/def2-TZVPD", "orbital_gap_ev": 8.6, "lumo_ev": 0.653, "smiles": "CCOCCOPOC[C@@H](C)C(C)C.c1cc[nH]c1", "charge": 0, "elements": ["C", "C", "O", "C", "C", "O", "P", "O", "C", "C", "C", "C", "C", "C", "H", "H", "H", "H", "H", "H", "H", "H", "H", "H", "H", "H", "H", "H", "H", "H", "H", "H", "H", "H", "H", "H", "H", "C", "C", "C", "N", "C", "H", "H", "H", "H", "H"], "coordinates": [[2.54219, 1.99236, 1.05825], [2.07858, 0.51169, 1.68274], [2.67111, -0.49758, 0.79106], [1.72334, -1.56953, 0.44851], [0.47194, -1.11137, -0.50867], [-0.19956, -2.21213, -1.22034], [-1.80796, -1.54655, -1.56871], [-2.76839, -1.58768, -0.11047], [-4.11526, -1.02869, -0.32710], [-4.37097, 0.30807, 0.64488], [-4.42374, -0.25637, 2.18234], [-3.20792, 1.42375, 0.34888], [-3.86856, 2.95306, 0.36909], [-1.91616, 1.37092, 1.35639], [3.38812, 2.38013, 1.78736], [2.92984, 1.78357, -0.03842], [1.62801, 2.71851, 0.95672], [2.44082, 0.46327, 2.79676], [0.90880, 0.53651, 1.69960], [1.37948, -2.10804, 1.44558], [2.34379, -2.38975, -0.15373], [-0.34843, -0.64461, 0.22214], [0.80360, -0.21604, -1.20775], [-1.53132, -0.17148, -1.98611], [-4.34712, -0.79670, -1.46368], [-4.89042, -1.84832, 0.06109], [-5.39637, 0.78233, 0.32591], [-3.82817, -1.28272, 2.28322], [-3.98130, 0.45970, 2.99489], [-5.53752, -0.50666, 2.53190], [-2.80967, 1.24020, -0.76050], [-3.22074, 3.59216, 1.13399], [-3.73952, 3.38120, -0.71573], [-4.98541, 2.95873, 0.75026], [-0.96533, 1.72886, 0.73172], [-2.00945, 2.05535, 2.30206], [-1.66517, 0.27498, 1.74375], [4.82900, -1.74279, -3.34955], [6.04392, -1.88126, -2.63678], [5.88528, -1.24274, -1.42721], [4.61893, -0.71981, -1.38719], [3.96556, -1.02448, -2.55288], [4.60735, -2.12670, -4.33688], [6.93803, -2.39235, -2.96969], [6.56376, -1.11494, -0.59433], [4.22761, -0.19248, -0.61750], [2.94543, -0.70356, -2.71590]], "mulliken_charge": [-0.8385, 0.2035, -0.3095, -0.6889, 0.6915, -0.4083, 0.0268, -0.2375, -0.8627, -0.0097, -1.0928, 0.8405, -1.0044, -1.2063, 0.2572, 0.2160, 0.2813, 0.3120, -0.2203, 0.2455, 0.3004, -0.3054, 0.1625, 0.0633, 0.3910, 0.2979, 0.4642, 0.2213, 0.2619, 0.2974, -0.0076, 0.2629, 0.2411, 0.2973, 0.2068, 0.4226, 0.2573, -0.6497, -0.3975, -0.5535, 0.0949, -0.2417, 0.3955, 0.3866, 0.3651, 0.2316, 0.3387]}